The following is a quantum chemistry calculation of one molecule with the formula C2H4N2O2S in a non-equilibrium geometry, from OMol25.

Calculated values
SMILES = NC(=O)N(S)C=O
HOMO-LUMO gap = 10.2 eV
Energy above the lowest of the compared OMol25 structures with the same formula, charge and spin = 17.1 kcal per mole
Molar mass = 120.13 g/mol
Maximum force = 5.3 eV/A

Atoms and positions in Å:
N1 -1.846344 0.021848 0.076485
C1 -0.713322 0.693571 -0.281171
O1 -0.672266 1.787123 -0.822124
N2 0.381913 -0.038092 0.020360
S1 0.543548 -0.911947 1.610453
C2 1.698373 0.248485 -0.476518
O2 2.620859 -0.446729 -0.222533
H1 -1.922945 -0.928276 0.273543
H2 -2.703495 0.637780 -0.120608
H3 0.852278 -2.035475 1.159728
H4 1.761401 0.971713 -1.217616

Cartesian forces (eV/Å) of the 3 atoms listed first:
N -2.5 4.5 -1.2
C -1.6 0.4 -0.3
O -0.1 -0.7 0.3

Here are the Mulliken charges for atoms 1 to 5, given in e: number 1, N, carries -0.386; number 2, C, carries 0.617; number 3, O, carries -0.594; number 4, N, carries -0.131; number 5, S, carries -0.112

=====

The following is a quantum chemistry calculation of one molecule with the formula C2H4N2O2S in a non-equilibrium geometry, from OMol25.

Calculated values
SMILES = NC(=O)N(S)C=O
HOMO-LUMO gap = 10.5 eV
Energy above the lowest of the compared OMol25 structures with the same formula, charge and spin = 1.3 kcal per mole
Molar mass = 120.13 g/mol
Maximum force = 1.7 eV/A

Atoms and positions in Å:
N1 -1.218151 1.074372 1.565413
C1 -0.122739 1.022128 0.728985
O1 0.742734 1.864227 0.712330
N2 -0.079563 -0.148104 -0.090982
S1 0.816940 -0.070197 -1.541802
C2 -0.553668 -1.378746 0.388958
O2 -0.442799 -2.423225 -0.218887
H1 -2.074130 0.700829 1.219280
H2 -1.274542 1.942367 2.095019
H3 2.018020 -0.119773 -0.991733
H4 -0.997417 -1.272463 1.370059

Cartesian forces (eV/Å) of the 3 atoms listed first:
N 0.7 0.5 0.1
C 0.1 0.4 0.2
O -0.3 -0.5 -0.1

Here are the Mulliken charges for atoms 1 to 5, given in e: number 1, N, carries -0.447; number 2, C, carries 0.563; number 3, O, carries -0.531; number 4, N, carries -0.100; number 5, S, carries -0.084

=====

The following is a quantum chemistry calculation of one molecule with the formula C2H4N2O2S2 in a non-equilibrium geometry, from OMol25.

Calculated values
SMILES = O=C(NO)N(S)C=S
HOMO-LUMO gap = 8.8 eV
Energy above the lowest of the compared OMol25 structures with the same formula, charge and spin = 39.4 kcal per mole
Molar mass = 152.20 g/mol
Maximum force = 4.1 eV/A

Atoms and positions in Å:
O1 1.351593 1.272349 -1.152960
C1 0.485049 0.797161 -0.420835
N1 -0.570969 1.515310 0.072699
O2 -1.275934 1.219241 1.150494
N2 0.552568 -0.529141 0.136285
S1 2.181230 -1.078340 0.386324
C2 -0.457412 -1.509264 0.160050
S2 -1.982668 -1.372715 -0.509452
H1 -0.653220 2.474634 -0.313939
H2 -2.078195 0.873997 0.832644
H3 2.537763 -1.236551 -0.988807
H4 -0.089803 -2.426676 0.647500

Cartesian forces (eV/Å) of the 3 atoms listed first:
O -1.7 -1.0 1.0
C 0.2 0.8 0.3
N 1.9 1.7 -3.2

Here are the Mulliken charges for atoms 1 to 5, given in e: number 1, O, carries -0.570; number 2, C, carries 0.389; number 3, N, carries -0.067; number 4, O, carries -0.328; number 5, N, carries -0.033